1) This record from OMol25 describes a cluster of 2 separate species, C3H9N2 in total. The level of theory is the ωB97M-V functional and the def2-TZVPD basis.

## Properties
- charge = +1
- E_HOMO (eV) = -14.37

Last column: Löwdin charge in e.
Positions of all 14 atoms, in Å:
C1 1.400 0.105 -0.739  -0.033
C2 0.447 -0.552 0.206  -0.170
C3 -1.093 -0.632 0.101  -0.257
N1 -1.629 0.626 -0.455  -0.007
N2 1.119 0.761 0.558  0.117
H1 2.411 -0.198 -1.005  0.144
H2 0.885 0.385 -1.565  0.093
H3 1.071 -1.790 1.485  0.288
H4 -1.493 -1.433 -0.671  0.161
H5 -1.404 -1.009 1.096  0.105
H6 0.699 1.620 0.750  0.143
H7 -2.338 0.334 -1.220  0.131
H8 1.976 0.581 1.188  0.207
H9 -2.049 1.201 0.271  0.078

---

2) This record from OMol25 describes a structure of composition C3H9N2. The level of theory is the ωB97M-V functional and the def2-TZVPD basis.

## Properties
- charge = +1
- E_HOMO (eV) = -16.17

Last column: Löwdin charge in e.
Positions of all 14 atoms, in Å:
C1 1.716 0.078 -0.828  -0.126
C2 2.953 0.083 -0.198  0.009
C3 -1.429 -0.032 0.989  0.010
N1 0.606 0.080 -0.805  0.178
N2 -1.727 -0.142 -0.610  0.022
H1 3.635 -0.675 -0.396  0.092
H2 3.496 1.009 -0.224  0.117
H3 2.585 0.010 0.766  0.090
H4 -1.123 -0.945 1.330  0.034
H5 -2.188 0.528 1.461  0.051
H6 -0.375 0.897 0.934  0.190
H7 -2.378 0.640 -0.866  0.146
H8 -2.282 -0.979 -0.592  0.117
H9 -0.700 0.193 -1.117  0.070

---

Preferred: 2); penalty for the next structure: 0.0777 hartree.

---

1) This record from OMol25 describes the ion C3H9N2 with charge +1. The level of theory is the ωB97M-V functional and the def2-TZVPD basis.

## Properties
- charge = +1
- structure (SMILES) = C=[NH+]CNC
- E_HOMO (eV) = -14.03

Last column: Löwdin charge in e.
Positions of all 14 atoms, in Å:
C1 0.224 0.894 1.817  0.163
N1 -0.818 0.546 1.227  0.069
C2 -0.959 -0.263 0.015  -0.203
N2 0.229 -0.864 -0.462  -0.067
C3 1.006 -0.262 -1.623  -0.024
H1 1.116 0.190 1.639  0.155
H2 0.339 1.592 2.637  0.128
H3 -1.636 1.080 1.506  0.181
H4 -1.677 -1.012 0.213  0.133
H5 -1.505 0.294 -0.733  0.146
H6 0.098 -1.858 -0.447  0.118
H7 1.676 0.497 -1.365  0.061
H8 1.589 -0.962 -2.051  0.047
H9 0.319 0.129 -2.373  0.092

---

2) This record from OMol25 describes a cluster of 2 separate species, C3H9N2 in total. The level of theory is the ωB97M-V functional and the def2-TZVPD basis.

## Properties
- charge = +1
- E_HOMO (eV) = -15.03

Last column: Löwdin charge in e.
Positions of all 14 atoms, in Å:
C1 -0.835 -0.851 0.889  -0.133
C2 1.280 1.203 -0.492  -0.103
C3 0.758 -0.184 -0.803  -0.229
N1 -2.035 -0.962 1.405  0.197
N2 -0.577 -0.404 -0.304  0.034
H1 0.003 -1.158 1.510  0.177
H2 1.219 1.402 0.575  0.079
H3 2.317 1.272 -0.803  0.085
H4 0.713 1.967 -1.019  0.081
H5 1.432 -0.988 -0.529  0.104
H6 0.636 -0.210 -2.328  0.251
H7 -2.176 -1.322 2.338  0.142
H8 -2.865 -0.698 0.889  0.144
H9 -1.339 -0.069 -0.886  0.172

---

3) This record from OMol25 describes a cluster of 2 separate species, C3H9N2 in total. The level of theory is the ωB97M-V functional and the def2-TZVPD basis.

## Properties
- charge = +1
- E_HOMO (eV) = -14.08

Last column: Löwdin charge in e.
Positions of all 14 atoms, in Å:
C1 -0.027 -1.694 -0.640  0.024
C2 0.874 -0.553 -0.216  -0.428
C3 0.398 0.559 0.291  0.390
N1 -2.400 1.958 0.646  0.066
N2 2.203 -0.763 -0.394  0.203
H1 0.166 -1.973 -1.666  0.106
H2 0.147 -2.533 0.032  0.111
H3 -1.069 -1.390 -0.518  0.100
H4 0.796 1.524 0.593  0.121
H5 -2.585 2.749 0.038  0.039
H6 -2.369 2.281 1.607  0.036
H7 -1.489 1.548 0.457  -0.054
H8 2.836 -0.021 -0.105  0.139
H9 2.519 -1.692 -0.124  0.148

---

Preferred: 2); penalty for the next structure: 0.0230 hartree.

---

1) This record from OMol25 describes a cluster of 2 separate species, CH3NO3S in total. The level of theory is the ωB97M-V functional and the def2-TZVPD basis.

## Properties
- expectation value of S² = 2.01
- charge = 0
- E_HOMO (spin up / spin down) (eV) = -6.19 / -11.12
- spin multiplicity = 3

Last column: Löwdin charge in e.
Positions of all 9 atoms, in Å:
C1 -0.830 -0.889 -1.484  -0.021
N1 0.118 -0.794 -0.649  -0.274
O1 -0.074 1.654 3.103  -0.415
O2 1.077 1.985 0.992  -0.426
O3 0.185 -1.137 0.529  0.009
S1 1.037 1.394 2.260  0.838
H1 -1.726 -1.402 -1.171  0.062
H2 -0.678 -0.491 -2.568  0.111
H3 0.891 -0.320 -1.012  0.117

---

2) This record from OMol25 describes the molecule CH3NO3S. The level of theory is the ωB97M-V functional and the def2-TZVPD basis.

## Properties
- expectation value of S² = 2.01
- charge = 0
- E_HOMO (spin up / spin down) (eV) = -5.41 / -10.39
- spin multiplicity = 3

Last column: Löwdin charge in e.
Positions of all 9 atoms, in Å:
C1 0.262 0.040 0.493  -0.708
N1 0.039 0.815 1.557  0.211
O1 -0.077 0.774 -0.662  -0.289
O2 0.751 -1.015 0.434  0.102
O3 -0.432 -1.709 -1.080  -0.413
S1 -0.593 -0.463 -1.792  0.872
H1 -0.630 1.417 1.259  0.067
H2 0.197 0.571 2.529  0.136
H3 0.483 -0.429 -2.738  0.023

---

Preferred: 1); penalty for the next structure: 0.0062 hartree.

---

1) This record from OMol25 describes the molecule C4H9FS. The level of theory is the ωB97M-V functional and the def2-TZVPD basis.

## Properties
- charge = 0
- structure (SMILES) = C[C@@H](F)CCS
- E_HOMO (eV) = -9.08

Last column: Löwdin charge in e.
Positions of all 15 atoms, in Å:
C1 -2.085 -0.155 -0.074  -0.049
C2 -0.606 -0.537 0.183  -0.433
F1 -0.242 -1.823 -0.215  -0.047
C3 0.266 0.497 -0.430  -0.323
C4 1.617 0.768 0.159  -0.485
S1 2.814 -0.709 -0.176  0.652
H1 -2.349 0.889 0.248  0.093
H2 -2.243 -0.368 -1.142  0.087
H3 -2.774 -0.841 0.489  0.086
H4 -0.392 -0.674 1.232  0.134
H5 0.352 0.335 -1.499  0.112
H6 -0.477 1.381 -0.564  0.136
H7 1.327 1.141 1.300  0.148
H8 2.162 1.506 -0.473  0.053
H9 2.632 -1.410 0.961  -0.163

---

2) This record from OMol25 describes the molecule C4H9FS. The level of theory is the ωB97M-V functional and the def2-TZVPD basis.

## Properties
- charge = 0
- structure (SMILES) = CC(C)(F)CS
- E_HOMO (eV) = -9.12

Last column: Löwdin charge in e.
Positions of all 15 atoms, in Å:
C1 -1.083 -0.721 -0.776  -0.037
C2 -0.169 0.011 0.229  -0.650
C3 -0.650 1.412 0.540  -0.032
F1 -0.198 -0.667 1.458  -0.040
C4 1.299 0.025 -0.209  -0.473
S1 2.037 -1.655 -0.372  0.707
H1 -2.091 -0.849 -0.318  0.096
H2 -0.706 -1.729 -1.026  0.063
H3 -1.191 -0.145 -1.686  0.080
H4 -1.657 1.390 0.937  0.085
H5 0.022 1.896 1.270  0.095
H6 -0.676 2.035 -0.338  0.083
H7 1.430 0.521 -1.156  0.077
H8 1.857 0.570 0.574  0.084
H9 1.776 -2.094 0.872  -0.136

---

Preferred: 2); penalty for the next structure: 0.0563 hartree.